Here is a structure of composition C6H27B3NO2Sn from the OMol25 dataset. Energies are from ωB97M-V with the def2-TZVPD basis set.

```
40
Properties=species:S:1:pos:R:3:forces:R:3:nbo_charge:R:1
Sn -21.488 32.417 -16.163 3.093 -0.897 -2.352 1.473
B -18.932 33.712 -17.031 -0.828 0.296 1.182 -0.809
H -19.165 32.552 -17.172 -0.337 -0.829 0.402 0.013
H -19.911 34.337 -17.330 -0.747 0.627 -0.103 -0.027
H -18.637 34.024 -15.915 0.286 0.021 0.848 -0.047
H -18.047 33.925 -17.785 0.368 0.132 -0.611 0.052
B -19.957 29.670 -16.201 -0.133 0.052 0.451 -0.742
H -20.107 28.771 -16.953 -0.593 -0.300 -0.676 -0.007
H -20.903 29.872 -15.482 -0.744 -0.096 0.101 -0.096
H -19.088 29.329 -15.463 0.624 0.189 0.692 -0.011
H -19.653 30.689 -16.733 0.169 0.575 -0.388 -0.010
B -20.977 32.315 -19.256 0.102 0.251 0.110 -0.803
H -20.235 31.572 -18.719 0.394 -0.494 0.309 -0.002
H -22.116 32.170 -18.840 -1.093 -0.092 0.625 -0.063
H -20.640 33.437 -19.143 0.062 0.709 0.212 -0.012
H -20.991 32.105 -20.426 -0.431 -0.517 -0.704 0.018
C -24.302 34.203 -13.948 0.658 -0.858 0.795 -0.241
O -23.334 33.164 -13.798 0.427 -0.434 -0.636 -0.547
C -23.484 32.438 -12.608 -0.715 -0.118 1.279 -0.067
C -22.457 31.319 -12.375 0.856 0.868 -1.449 -0.237
N -22.057 30.764 -13.681 -0.975 0.954 1.180 -0.665
C -23.156 30.011 -14.293 1.416 -0.187 -0.861 -0.264
C -23.351 28.604 -13.724 -1.041 0.637 -1.396 -0.079
O -24.472 28.054 -14.426 0.158 -0.032 0.680 -0.550
C -24.125 27.328 -15.578 -0.050 -0.734 -0.047 -0.255
H -25.288 33.785 -13.727 -0.162 0.249 -0.129 0.171
H -24.239 34.554 -14.973 -0.031 0.173 0.050 0.201
H -24.033 34.962 -13.209 -0.385 0.397 -0.231 0.175
H -24.498 32.017 -12.547 -0.083 0.077 -0.160 0.158
H -23.384 33.122 -11.752 -0.187 0.068 0.014 0.165
H -22.803 30.545 -11.687 -0.376 0.261 0.175 0.180
H -21.586 31.805 -11.930 0.173 -0.276 -0.011 0.200
H -21.177 30.271 -13.596 -0.175 -0.383 -0.436 0.412
H -22.906 30.038 -15.359 -0.105 -0.906 -0.036 0.218
H -24.120 30.520 -14.292 0.127 0.295 0.709 0.202
H -23.643 28.750 -12.684 0.118 -0.573 0.138 0.171
H -22.523 27.911 -13.879 0.425 0.380 0.378 0.190
H -23.355 26.563 -15.407 0.003 0.078 0.389 0.164
H -23.735 27.912 -16.417 -0.350 0.324 0.054 0.185
H -25.042 26.788 -15.811 0.081 0.114 -0.549 0.185
```
Positions in Å, forces in eV/Å.

## Properties
**HOMO energy**: -5.07 eV
**DFT total energy**: -738.62328 Eh
**Orbital gap**: 6.97 eV
**Total charge**: -1


Here is a cluster of 6 separate species, C6H28N2O5 in total from the OMol25 dataset. Energies are from ωB97M-V with the def2-TZVPD basis set.

```
41
Properties=species:S:1:pos:R:3:forces:R:3:nbo_charge:R:1
C 1.004 -0.537 -2.736 2.864 -0.354 -3.619 -0.699
C 0.315 -1.354 -1.697 -0.983 -1.417 1.057 -0.038
C 0.334 -0.875 -0.226 -0.761 0.783 -0.853 -0.484
C 1.800 -0.566 0.106 2.870 0.919 -0.528 -0.429
C 2.030 -0.040 1.493 -1.047 0.538 2.061 -0.408
C 1.239 1.267 1.956 5.986 -0.440 -1.883 -0.203
N 1.538 2.457 0.959 -1.540 2.288 4.666 -0.732
N -1.193 -1.534 -2.169 2.777 -1.208 1.909 -0.684
H 0.763 0.554 -2.906 -0.378 -1.219 0.716 0.251
H 0.828 -1.087 -3.820 0.496 1.416 2.622 0.248
H 2.199 -0.517 -2.632 -2.787 -0.376 -0.038 0.276
H 0.682 -2.390 -1.557 0.090 0.430 -1.030 0.241
H -0.479 -0.054 -0.173 1.795 -0.438 0.367 0.206
H 0.011 -1.658 0.492 0.109 0.214 -0.815 0.270
H 2.285 0.335 -0.443 -1.152 -1.681 -0.288 0.201
H 2.647 -1.462 -0.066 -2.788 2.005 0.214 0.269
H 1.641 -0.720 2.302 0.939 0.132 -0.693 0.228
H 3.113 0.194 1.604 -0.718 -0.497 0.271 0.230
H 0.240 1.100 2.054 -2.663 0.054 0.270 0.228
H 1.814 1.465 2.863 -0.911 0.606 0.160 0.243
H 2.483 2.887 0.905 -0.426 -0.756 0.756 0.445
H 0.851 3.266 1.345 1.606 -2.185 -1.728 0.486
H 1.359 2.220 0.032 -1.108 -0.296 -2.379 0.447
H -1.457 -0.656 -2.516 -0.904 1.308 -1.044 0.427
H -1.306 -2.310 -2.817 -0.056 0.217 -0.256 0.446
H -1.720 -1.686 -1.310 -0.569 -0.038 -0.321 0.461
H -1.477 1.820 1.296 0.187 -1.083 -0.272 0.481
H -2.083 3.029 1.737 0.504 0.734 -0.388 0.497
O -1.323 2.755 1.186 -0.822 0.318 0.682 -0.969
H 0.737 3.774 -1.713 0.106 -0.177 -0.110 0.500
H 1.833 3.083 -2.440 3.155 0.551 -4.247 0.486
O 1.312 2.995 -1.730 -3.295 -0.335 4.205 -0.967
H -3.857 -1.833 -0.514 0.529 0.609 -0.038 0.499
H -4.009 -0.367 -0.898 1.308 -0.794 0.378 0.516
O -3.298 -1.036 -0.673 -2.365 0.102 -0.036 -0.992
H -2.612 -0.626 2.563 -1.379 -0.306 1.197 0.489
H -1.727 -1.070 1.483 0.481 -1.827 -1.418 0.471
O -1.900 -0.349 2.030 0.974 2.376 0.363 -0.953
H 0.155 -3.708 2.045 0.973 -0.500 1.584 0.491
H -1.166 -3.955 1.397 -2.354 -1.491 0.510 0.480
O -0.353 -3.547 1.284 1.258 1.816 -2.001 -0.955
```
Positions in Å, forces in eV/Å.

## Properties
**HOMO energy**: -17.39 eV
**DFT total energy**: -730.49323 Eh
**Orbital gap**: 11.84 eV
**Total charge**: +2


Here is a cluster of 8 separate species, C6H28N2O7 in total from the OMol25 dataset. Energies are from ωB97M-V with the def2-TZVPD basis set.

```
43
Properties=species:S:1:pos:R:3:forces:R:3:nbo_charge:R:1
C 1.740 0.982 -2.216 0.622 -0.700 -1.186 -0.407
N 0.480 0.334 -2.544 -1.030 1.884 0.499 -0.452
C -0.558 1.258 -3.023 -1.409 0.360 -0.514 -0.226
C -1.749 1.229 -2.026 -0.881 -0.957 -2.628 -0.428
C -1.643 -0.199 -1.470 0.774 2.289 2.184 -0.419
C -0.098 -0.404 -1.393 -0.325 -1.495 -1.230 -0.066
C 0.333 -1.881 -1.675 -0.825 -0.867 2.480 -0.222
N 1.110 -2.448 -0.565 -0.056 0.246 1.340 -0.901
H 2.179 1.612 -3.050 -0.728 -0.944 0.757 0.214
H 2.390 0.099 -2.063 0.395 0.792 0.271 0.183
H 1.662 1.615 -1.343 0.158 0.227 0.581 0.168
H -0.974 0.913 -4.000 0.612 0.214 0.443 0.189
H -0.261 2.304 -3.133 0.532 -0.185 -0.172 0.197
H -2.722 1.310 -2.593 0.930 0.024 0.420 0.213
H -1.769 2.093 -1.413 0.396 0.498 1.331 0.203
H -1.905 -0.091 -0.369 -0.633 -1.244 -1.433 0.206
H -2.270 -0.802 -2.123 0.334 -0.689 0.516 0.229
H 0.106 -0.067 -0.329 0.802 -0.124 -1.224 0.191
H 0.879 -2.005 -2.597 -0.405 0.267 -0.506 0.206
H -0.608 -2.470 -1.581 0.464 0.225 -1.223 0.181
H 1.695 -3.251 -0.713 -0.062 -0.160 -0.577 0.376
H 1.653 -1.798 -0.018 0.157 0.292 -0.208 0.377
O -1.469 -2.998 1.048 1.158 -0.630 -1.320 -0.962
H -1.382 -3.907 0.714 -0.954 -0.292 0.744 0.462
H -0.689 -2.745 0.498 0.065 0.971 0.667 0.482
O -0.117 2.935 3.098 -0.582 -1.427 0.120 -0.964
H -0.133 2.178 3.709 0.695 0.518 0.514 0.472
H -0.795 2.520 2.533 -0.173 0.831 -0.674 0.496
O 0.783 -0.781 3.668 1.135 -0.824 -0.601 -0.934
H 1.735 -0.621 3.561 -0.199 0.979 0.375 0.467
H 0.845 -1.684 3.317 -1.026 -0.075 0.153 0.467
O 3.989 -1.054 0.241 -0.162 0.072 0.107 -0.944
H 3.799 -0.460 -0.494 0.079 0.010 0.015 0.471
H 4.157 -0.474 0.993 0.069 -0.012 -0.058 0.477
O 2.663 2.311 2.303 0.558 -0.077 0.226 -0.971
H 1.843 2.747 2.572 -0.321 -0.157 -0.212 0.504
H 2.503 1.874 1.466 -0.333 0.127 -0.061 0.456
O -3.275 -0.777 2.527 -0.875 0.782 1.620 -0.977
H -3.811 -0.905 1.748 0.842 -0.540 -0.593 0.489
H -2.321 -0.861 2.485 -0.106 -0.475 -0.993 0.506
O -2.508 1.732 1.573 0.413 0.836 0.376 -0.990
H -3.124 1.130 2.027 0.352 -0.254 -0.533 0.508
H -2.360 1.507 0.651 -0.458 -0.313 0.205 0.473
```
Positions in Å, forces in eV/Å.

## Properties
**SMILES**: CN1CCC[C@H]1CN.O.O.O.O.O.O.O
**HOMO energy**: -8.90 eV
**DFT total energy**: -881.51897 Eh
**Orbital gap**: 9.13 eV
**Total charge**: 0


Here is a cluster of 8 separate species, C6H28O11 in total from the OMol25 dataset. Energies are from ωB97M-V with the def2-TZVPD basis set.

```
45
Properties=species:S:1:pos:R:3:forces:R:3:nbo_charge:R:1
O -4.722 2.432 -0.111 0.081 0.206 -0.112 -0.731
C -4.161 3.622 -0.681 -1.027 -0.114 -0.320 -0.081
C -2.714 3.748 -0.359 0.837 -0.523 0.686 -0.088
O -2.499 3.616 1.049 -0.254 0.157 -0.323 -0.728
H -5.547 2.272 -0.580 -0.032 -0.048 0.135 0.475
H -4.294 3.560 -1.766 0.285 0.199 -0.054 0.170
H -4.722 4.505 -0.353 0.072 -0.087 0.250 0.169
H -2.350 4.725 -0.692 -0.062 0.028 -0.237 0.164
H -2.152 2.958 -0.873 -0.059 0.095 -0.086 0.168
H -1.591 3.321 1.171 -0.065 0.029 0.039 0.482
O -0.695 0.514 0.966 0.216 -0.247 0.174 -0.758
C 0.220 -0.282 0.207 0.546 0.146 0.363 -0.093
C -0.175 -1.735 0.231 -1.152 0.008 -1.089 -0.100
O -1.346 -1.964 -0.575 0.224 0.132 0.548 -0.753
H -0.349 1.412 1.015 -0.133 0.015 0.048 0.490
H 0.261 0.120 -0.810 0.043 -0.320 -0.150 0.170
H 1.234 -0.244 0.636 -0.140 0.264 0.043 0.158
H -0.382 -2.077 1.249 0.339 0.081 0.125 0.171
H 0.594 -2.335 -0.251 0.192 -0.048 0.306 0.212
H -2.037 -1.364 -0.246 -0.227 -0.037 -0.331 0.499
O 6.123 -1.483 2.273 0.038 -0.061 -0.067 -0.719
C 5.577 -0.921 1.087 -0.033 0.281 0.771 -0.091
C 4.085 -1.076 1.007 -0.754 -0.769 -0.728 -0.096
O 3.781 -2.450 0.668 0.011 0.281 0.020 -0.741
H 6.185 -2.436 2.161 -0.043 -0.012 -0.028 0.469
H 5.837 0.139 1.115 0.062 -0.036 -0.119 0.181
H 6.002 -1.393 0.199 0.066 0.124 -0.103 0.177
H 3.707 -0.445 0.193 0.069 -0.126 -0.060 0.169
H 3.484 -0.828 1.882 0.576 0.327 0.322 0.180
H 3.427 -2.880 1.450 -0.011 -0.013 -0.023 0.472
O 0.800 1.490 -3.667 0.007 0.035 0.127 -0.944
H 1.228 0.659 -3.892 0.018 -0.035 -0.035 0.472
H -0.100 1.241 -3.437 -0.056 -0.027 -0.030 0.473
O -3.029 -4.340 0.018 -0.103 -0.012 0.136 -0.955
H -2.507 -4.900 0.597 0.012 -0.026 0.013 0.454
H -2.541 -3.504 -0.022 0.149 -0.032 -0.254 0.490
O 0.811 -4.722 -1.203 0.062 0.049 0.017 -0.932
H 0.807 -5.446 -0.571 -0.045 -0.052 0.002 0.467
H 1.720 -4.676 -1.514 0.044 0.009 -0.010 0.468
O 0.392 3.295 0.771 0.166 -0.101 -0.062 -0.967
H 1.086 2.869 0.257 0.064 0.039 -0.053 0.488
H 0.365 4.198 0.438 -0.039 0.075 0.034 0.494
O -3.297 -0.104 0.203 0.077 -0.135 0.133 -1.001
H -2.548 0.323 0.646 -0.084 0.124 0.016 0.494
H -3.966 0.585 0.114 0.065 0.156 -0.033 0.502
```
Positions in Å, forces in eV/Å.

## Properties
**SMILES**: OCCO.OCCO.OCCO.O.O.O.O.O
**HOMO energy**: -10.05 eV
**DFT total energy**: -1072.97752 Eh
**Orbital gap**: 10.00 eV
**Total charge**: 0